Computed, not measured: 9 unconnected molecules or ions with the total composition C43H53BrN9O, with ωB97M-V/def2-TZVPD.

Each line ends with the Mulliken charge.
CARTESIAN COORDINATES (ANGSTROEM)
C -3.405 0.883 5.174  -1.50
C -2.961 0.373 3.748  0.90
C -3.949 0.622 2.672  -0.74
C -3.655 0.239 1.301  -0.40
C -2.366 -0.388 1.007  -0.13
C -1.401 -0.651 2.078  -0.94
C -1.671 -0.272 3.475  0.71
C -0.605 -0.541 4.609  -0.68
C 0.805 -0.208 3.981  -0.20
N 1.086 1.239 4.260  -0.59
C 1.982 -0.969 4.706  -0.18
C 1.746 -2.492 4.918  0.43
O 1.525 -2.885 6.029  -0.51
Br 1.801 -3.854 3.491  -0.24
H -4.229 0.262 5.608  0.25
H -3.854 1.904 4.983  0.35
H -2.544 1.048 5.862  0.41
H -4.916 1.119 2.916  0.28
H -4.429 0.467 0.531  0.38
H -2.162 -0.653 -0.061  0.40
H -0.447 -1.140 1.785  0.39
H -0.746 -1.608 4.928  0.20
H -0.845 0.116 5.505  -0.08
H 0.732 1.511 5.187  0.20
H 0.722 1.830 3.517  0.18
H 2.265 -0.452 5.679  0.03
H 2.892 -0.865 4.043  0.15
N 0.313 1.927 0.257  0.13
C 1.251 2.899 0.458  -0.47
C 1.160 3.798 -0.576  -0.70
C 0.121 3.350 -1.431  -0.78
C -0.384 2.196 -0.887  -0.50
H 0.156 1.133 0.863  0.18
H 1.902 2.868 1.317  0.47
H 1.772 4.678 -0.703  0.40
H -0.219 3.821 -2.341  0.66
H -1.177 1.543 -1.216  0.55
N -4.204 -3.149 -4.055  0.08
C -4.608 -2.832 -2.785  -1.28
C -3.924 -1.712 -2.391  0.10
C -3.077 -1.335 -3.466  -0.11
C -3.273 -2.238 -4.478  -0.65
H -4.539 -3.930 -4.592  0.19
H -5.345 -3.431 -2.274  0.47
H -4.020 -1.217 -1.437  0.52
H -2.400 -0.495 -3.492  0.25
H -2.833 -2.312 -5.460  0.42
N -7.949 -1.268 -5.744  0.02
C -7.502 -1.882 -4.605  -0.13
C -8.580 -2.081 -3.782  -0.27
C -9.723 -1.573 -4.452  -0.61
C -9.303 -1.081 -5.661  -0.46
H -7.372 -0.998 -6.521  0.19
H -6.459 -2.122 -4.480  0.11
H -8.552 -2.542 -2.807  0.41
H -10.739 -1.569 -4.089  0.39
H -9.847 -0.613 -6.466  0.37
N 1.462 2.045 -5.860  0.08
C 1.067 2.146 -4.552  -0.66
C 0.109 1.193 -4.325  0.31
C -0.079 0.484 -5.541  -0.67
C 0.771 1.031 -6.468  -0.50
H 2.152 2.625 -6.304  0.15
H 1.501 2.886 -3.899  0.47
H -0.399 1.022 -3.391  0.09
H -0.760 -0.334 -5.715  0.36
H 0.943 0.788 -7.505  0.36
N -3.258 -3.565 2.151  0.07
C -4.121 -4.205 1.307  -0.41
C -4.096 -5.544 1.610  -0.54
C -3.185 -5.715 2.683  -0.63
C -2.686 -4.474 2.995  -0.32
H -3.071 -2.571 2.150  0.35
H -4.676 -3.655 0.564  0.34
H -4.669 -6.314 1.117  0.39
H -2.923 -6.641 3.172  0.40
H -1.975 -4.162 3.743  0.36
N 7.267 -0.789 3.835  0.03
C 6.865 -0.730 5.143  -0.79
C 5.900 -1.685 5.332  -0.27
C 5.716 -2.350 4.093  -0.29
C 6.574 -1.778 3.189  -0.65
H 7.963 -0.198 3.414  0.21
H 7.298 -0.013 5.823  0.50
H 5.383 -1.885 6.258  0.43
H 5.030 -3.158 3.887  0.45
H 6.750 -1.987 2.147  0.40
N 5.769 2.594 5.889  0.08
C 5.359 2.867 7.164  -0.48
C 6.047 3.970 7.603  -0.44
C 6.901 4.382 6.549  -0.41
C 6.705 3.515 5.504  -0.49
H 5.433 1.833 5.320  0.22
H 4.617 2.253 7.648  0.38
H 5.946 4.430 8.574  0.38
H 7.581 5.219 6.555  0.38
H 7.150 3.473 4.523  0.37
N 4.581 1.970 -9.714  -0.01
C 4.176 2.286 -8.445  -0.40
C 4.861 3.405 -8.050  -0.21
C 5.708 3.784 -9.123  -0.58
C 5.511 2.881 -10.136  -0.45
H 4.246 1.190 -10.252  0.19
H 3.439 1.686 -7.936  0.28
H 4.765 3.899 -7.095  0.41
H 6.385 4.623 -9.150  0.38
H 5.951 2.808 -11.118  0.36

As for the LUMO energy: 1.861 eV. Its total charge is -1. The largest force on an atom comes out at 3.16 eV Å⁻¹. The calculation puts the HOMO energy at -2.73 eV. The total energy comes out at -4812.25424 Eh. For the energy above the lowest of the compared OMol25 structures with the same formula, charge and spin, the calculation gives 30.3 kcal per mole.

=====

Computed, not measured: a molecular structure, C43H53MnN7O2PS, with ωB97M-V/def2-TZVPD.

Each line ends with the Mulliken spin population.
CARTESIAN COORDINATES (ANGSTROEM)
Mn -0.948 -0.809 0.733  4.02
S -5.140 0.305 -1.235  0.02
C -3.780 -0.233 -0.484  0.06
N -2.821 -0.613 0.036  -0.07
C -3.177 -6.164 1.303  0.01
O -2.348 -6.102 0.165  0.00
C -2.530 -5.081 -0.745  0.05
C -3.777 -4.541 -1.032  -0.01
C -3.937 -3.438 -1.846  0.03
C -2.797 -2.902 -2.448  -0.03
C -1.522 -3.441 -2.183  0.07
C -1.375 -4.493 -1.315  -0.05
N -0.092 -4.923 -0.969  0.13
C 0.408 -5.133 0.316  0.56
C -0.134 -4.637 1.545  -0.09
C 0.244 -5.388 2.668  0.13
C -0.249 -5.190 3.932  -0.10
C -1.153 -4.148 4.156  0.20
C -1.489 -3.308 3.101  -0.12
C -0.983 -3.512 1.800  0.12
O -1.326 -2.653 0.841  -0.01
H -2.776 -6.985 1.892  0.00
H -4.187 -6.426 1.015  0.00
H -3.121 -5.216 1.909  0.00
H -4.669 -4.943 -0.515  0.00
H -4.919 -2.975 -1.898  0.00
H -2.840 -2.017 -3.065  0.00
H -0.626 -2.924 -2.576  -0.01
H 0.554 -5.075 -1.691  -0.01
H 1.142 -5.907 0.399  0.02
H 0.929 -6.232 2.509  0.00
H 0.036 -5.855 4.720  -0.01
H -1.603 -3.999 5.133  0.01
H -2.118 -2.425 3.232  0.00
N -0.792 1.049 0.512  0.04
P -0.512 2.119 -0.537  -0.11
N 0.549 3.271 0.014  0.00
C 0.692 4.615 -0.523  0.00
C 1.567 5.419 0.411  0.00
C 2.982 4.858 0.398  0.00
C 2.988 3.307 0.555  0.00
C 1.575 2.858 0.983  0.00
N 0.120 1.575 -2.008  -0.01
C -0.536 0.392 -2.630  0.10
C -0.601 0.510 -4.151  0.00
C 0.851 0.463 -4.712  0.00
C 1.792 1.180 -3.738  0.00
C 1.094 2.277 -2.867  0.00
N -1.786 3.114 -0.949  0.03
C -2.095 3.512 -2.315  0.00
C -3.605 3.672 -2.494  0.00
C -4.044 4.792 -1.591  0.00
C -3.526 4.616 -0.132  0.00
C -2.867 3.264 0.039  0.00
H -0.271 5.054 -0.675  0.00
H 1.150 4.613 -1.524  0.00
H 1.164 5.335 1.422  0.00
H 1.620 6.489 0.173  0.00
H 3.544 5.302 1.239  0.00
H 3.503 5.181 -0.535  0.00
H 3.748 2.984 1.294  0.00
H 3.258 2.798 -0.412  0.00
H 1.319 3.293 1.960  0.00
H 1.506 1.770 1.074  0.01
H -1.517 0.233 -2.180  -0.03
H 0.001 -0.521 -2.374  -0.01
H -1.050 1.445 -4.447  0.00
H -1.164 -0.340 -4.535  0.00
H 0.782 0.896 -5.720  0.00
H 1.181 -0.581 -4.834  0.00
H 2.672 1.671 -4.212  0.00
H 2.184 0.484 -2.998  0.00
H 0.608 3.092 -3.430  0.00
H 1.858 2.717 -2.218  0.00
H -1.698 2.744 -2.948  0.00
H -1.598 4.454 -2.566  0.00
H -4.090 2.732 -2.303  0.00
H -3.840 4.060 -3.482  0.00
H -5.099 4.941 -1.581  0.00
H -3.635 5.727 -1.959  0.00
H -4.362 4.699 0.594  0.00
H -2.811 5.377 0.195  0.00
H -3.631 2.487 -0.084  0.00
H -2.401 3.212 1.026  -0.01
N 0.865 -1.056 1.091  -0.04
C 1.947 -0.848 1.594  0.03
C 2.141 -0.408 3.044  0.00
C 1.281 -1.004 3.953  -0.01
C 1.211 -0.596 5.304  0.01
C 2.128 0.419 5.711  0.00
C 3.015 0.962 4.825  0.00
C 3.045 0.540 3.522  0.00
C 3.195 -0.872 0.755  0.05
C 3.159 -0.531 -0.567  0.00
C 4.328 -0.535 -1.272  0.00
C 5.542 -0.980 -0.700  0.00
C 5.560 -1.356 0.649  0.00
C 4.379 -1.272 1.362  0.00
H 0.585 -1.762 3.556  -0.01
H 0.554 -1.064 6.019  0.00
H 2.125 0.717 6.726  0.00
H 3.656 1.783 5.112  0.00
H 3.778 0.970 2.825  0.00
H 2.198 -0.335 -1.026  0.01
H 4.351 -0.305 -2.307  0.00
H 6.459 -1.036 -1.320  0.00
H 6.479 -1.761 1.076  0.00
H 4.367 -1.499 2.435  0.00

As for the LUMO energy (alpha / beta): 2.515 / 2.512 eV. Its total charge is -1. The largest force on an atom comes out at 3.07 eV Å⁻¹. The calculation puts the HOMO energy (alpha / beta) at -3.13 / -5.04 eV. The multiplicity is 6. The total energy comes out at -4094.72771 Eh.